[1]
Formula: C14H46BInO13
Source: OMol25
Level of theory: ωB97M-V with the def2-TZVPD basis set

```
75
Properties=species:S:1:pos:R:3:forces:R:3:mulliken_charge:R:1
In -1.4472 -2.4690 0.6357 1.27 1.70 -0.64 0.8146
B 0.3254 -0.0001 0.2700 0.57 -1.14 0.47 4.2914
H 0.3221 -0.2568 1.3180 -0.23 -1.04 3.81 -0.7687
H 0.8262 0.9358 0.0763 1.18 3.67 -1.35 -1.0127
H 0.8288 -0.7979 -0.2538 2.59 -3.07 -1.73 -0.4984
H -0.7067 0.0263 -0.0438 -5.08 0.79 -0.86 -0.9007
C 4.4844 2.2633 2.5555 0.30 -0.43 0.73 -1.3878
C 3.0933 1.9701 2.0626 0.41 0.83 -0.22 -0.0942
O 2.9584 0.6413 1.6215 0.03 -0.28 0.13 -0.4274
H 5.1741 2.2590 1.7115 0.03 0.31 0.05 0.2780
H 4.8632 1.5171 3.2538 -0.24 -0.36 -0.02 0.3245
H 4.5469 3.1801 3.1418 -0.07 0.30 -0.48 0.3824
H 2.9358 2.6199 1.2017 -0.20 0.34 -0.17 0.2074
H 2.2680 2.1593 2.7491 0.27 0.35 0.60 0.3668
H 2.0300 0.7037 1.3851 -0.33 -1.18 -0.52 -0.1553
C -3.8764 0.1738 -1.4724 0.90 3.11 -0.10 0.0140
C -4.6809 1.3726 -0.8507 -0.37 -0.61 -2.19 -0.6902
O -3.9598 2.1531 0.0356 0.10 -0.62 1.04 -0.6928
O -3.9555 -0.9348 -0.6850 -0.37 -2.05 0.61 -0.3990
H -2.8372 0.5021 -1.4891 0.22 0.04 0.27 -0.3212
H -4.0575 0.0084 -2.5345 -0.75 -0.23 -0.07 0.5337
H -5.6137 1.0468 -0.3904 0.02 -0.33 0.18 0.3135
H -4.9815 1.9805 -1.7040 -0.17 0.21 -0.13 0.3819
H -3.6448 2.9215 -0.4460 0.46 0.82 -0.01 0.3859
H -4.8644 -1.2126 -0.8202 -0.14 -0.67 0.51 0.2727
C 2.3822 -3.0935 1.0890 -0.33 0.27 -0.59 0.2015
C 2.0812 -4.0148 -0.1065 -0.37 -0.69 0.84 -0.8264
O 0.9233 -3.6004 -0.8674 0.40 0.93 0.16 -0.3035
O 1.2090 -2.9301 1.8594 -1.65 -0.35 0.06 -0.4444
H 2.6755 -2.1113 0.7184 0.24 -0.02 -0.10 -0.1751
H 3.1292 -3.4552 1.7955 0.44 -0.43 -0.68 0.4326
H 1.7504 -5.0171 0.1659 0.76 -0.20 0.89 0.4754
H 2.9707 -4.1255 -0.7267 0.02 0.36 -0.12 0.3994
H 0.9032 -4.2670 -1.5580 -0.51 0.08 -0.29 0.1999
H 1.4041 -2.4902 2.6901 0.13 0.06 -0.10 0.2212
C -0.5700 3.6941 0.0674 -0.82 -0.27 0.43 0.6575
C -1.4286 3.6696 -1.2399 0.68 0.39 0.55 -0.3983
O -2.7474 4.2298 -1.1785 0.27 -0.30 0.42 -0.6228
O -0.3343 5.0007 0.5922 -0.24 0.10 -1.04 -0.6095
H 0.3365 3.1052 -0.0724 0.32 0.34 -0.58 -0.1300
H -1.0641 3.1326 0.8604 -0.61 -0.24 -0.11 -0.1523
H -1.5886 2.6257 -1.5097 0.21 -0.05 0.08 0.0119
H -0.9064 4.1578 -2.0627 0.25 0.01 0.07 0.4441
H -2.7033 5.1064 -0.7898 0.05 0.22 0.09 0.3395
H 0.2628 4.9633 1.3430 0.01 -0.16 -0.03 0.3273
C -2.2231 0.9269 2.7413 0.33 -1.41 0.84 0.3278
C -1.6705 -0.1268 3.7556 -3.35 1.15 0.81 -1.1730
O -0.8225 -1.0767 3.2241 1.36 -0.47 -0.24 -0.3005
O -2.8909 0.1828 1.7349 1.01 -0.47 0.37 -0.3443
H -1.3259 1.4869 2.4777 -0.02 0.14 -1.02 -0.2118
H -2.9217 1.6275 3.1987 0.05 -0.12 0.38 0.5140
H -2.4937 -0.7183 4.1563 -0.57 0.21 -0.15 0.3194
H -1.3220 0.3934 4.6478 0.75 0.08 -0.17 0.4556
H 0.0283 -0.8525 3.6080 0.48 -0.31 -0.53 0.2204
H -3.4030 0.7590 1.1627 0.01 0.60 -0.27 0.2914
C -2.5671 -3.5882 -2.8307 0.84 -0.17 -1.94 -0.4613
C -1.4081 -2.5998 -3.3094 -0.69 -0.97 2.11 -0.4445
O -1.3080 -1.5161 -2.4058 -0.37 0.46 0.45 -0.2188
O -2.2698 -4.3693 -1.6415 0.54 1.81 0.01 -0.4124
H -2.6596 -4.2582 -3.6855 0.08 -0.41 0.02 0.4360
H -3.5345 -3.0859 -2.8378 0.08 0.26 0.83 0.2487
H -1.5504 -2.1393 -4.2870 -0.34 -0.96 -0.32 0.4633
H -0.4567 -3.1198 -3.1976 0.01 -0.43 -0.72 0.1300
H -0.9775 -0.7908 -2.9409 0.23 0.41 0.50 0.1812
H -2.6308 -5.2588 -1.6344 -0.26 0.09 -0.48 0.2508
C 4.7170 0.3488 -1.4901 -1.54 -0.12 -1.69 -0.4636
C 3.3352 -0.2831 -1.7456 -0.23 1.55 1.04 0.6250
O 2.4050 0.7866 -1.9092 0.06 0.18 -1.10 -0.6070
O 5.5479 -0.6629 -1.0573 1.24 -0.55 1.20 -0.5457
H 4.6150 1.1869 -0.8007 0.00 -0.06 0.05 0.1756
H 5.0841 0.6919 -2.4573 0.09 0.48 0.02 0.3171
H 3.0700 -0.8346 -0.8436 0.03 -0.36 -0.19 -0.8246
H 3.3458 -0.9108 -2.6367 -0.04 -0.10 0.07 0.3773
H 1.7482 0.8365 -1.2108 0.21 -0.49 0.11 0.0766
H 5.8228 -0.3781 -0.1826 0.34 -0.52 0.11 0.3305
```
Positions in Å, forces in eV/Å.

The charge is +1. The energy comes out at -1753.53812 hartree. The calculation puts the HOMO energy (alpha / beta) at -11.31 / -11.25 eV. The orbital gap (alpha / beta) is 8.49 / 3.26 eV. As for the spin multiplicity: 2.

---

[2]
Formula: CH3NO2S
Source: OMol25
Level of theory: ωB97M-V with the def2-TZVPD basis set

```
8
Properties=species:S:1:pos:R:3:forces:R:3:mulliken_charge:R:1
O 1.2991 -1.6882 -0.5559 -0.70 0.90 0.57 -0.5216
N 0.8163 -0.7763 0.0996 -0.76 0.66 -1.99 0.8289
O 1.0362 -0.4771 1.2292 0.88 -0.64 1.96 -0.4762
C -0.0963 0.2874 -0.4992 -1.12 1.06 -1.98 -0.4417
S -1.7329 0.6276 0.2313 1.02 -0.73 2.24 -0.1964
H 0.4455 1.2296 -0.5739 0.57 -0.29 0.85 0.3227
H -0.3903 0.2033 -1.5648 0.46 -1.14 0.48 0.3096
H -1.3776 0.5937 1.6337 -0.34 0.19 -2.14 0.1747
```
Positions in Å, forces in eV/Å.

The energy comes out at -643.19747 hartree. The calculation puts the HOMO energy at -9.97 eV. The orbital gap is 9.91 eV. As for the SMILES: O=[N+]([O-])CS.

---

[3]
Formula: C2H6INOS
Source: OMol25
Level of theory: ωB97M-V with the def2-TZVPD basis set

```
12
Properties=species:S:1:pos:R:3:forces:R:3:mulliken_charge:R:1
C -0.0124 1.7407 -0.8960 -1.49 0.20 -0.11 -0.7427
C -0.1294 -1.5510 0.9347 -0.99 -0.28 -0.42 -0.7064
N 0.0399 -0.9845 -0.3293 0.90 0.25 1.42 -0.2175
O 1.9465 0.4660 0.4130 -0.79 0.00 -0.85 -0.5995
S 1.0942 0.2575 -0.7927 0.03 -0.06 0.18 0.5452
I -1.9501 -0.6823 1.9678 0.34 -0.12 0.06 -0.0856
H 0.3490 2.2863 -0.0175 -0.56 0.15 -0.08 0.2633
H -1.1637 1.5496 -0.8956 2.21 -0.02 0.39 0.2518
H 0.1651 2.3545 -1.8118 0.35 -0.74 0.61 0.3142
H -0.4787 -2.6096 0.7437 0.83 1.19 0.96 0.3474
H 0.7081 -1.3439 1.5689 0.20 -0.30 0.57 0.3827
H -0.5684 -1.4835 -0.8850 -1.02 -0.27 -2.74 0.2471
```
Positions in Å, forces in eV/Å.

The energy comes out at -905.61304 hartree. The calculation puts the HOMO energy at -8.88 eV. The orbital gap is 9.19 eV.

---

[4]
Formula: C45H64FN4P2SSiTa
Source: OMol25
Level of theory: ωB97M-V with the def2-TZVPD basis set

```
119
Properties=species:S:1:pos:R:3:forces:R:3:mulliken_charge:R:1
Ta -1.0043 0.7094 0.4743 -1.06 -0.09 -0.06 2.0024
C -5.3272 -1.8402 1.1734 -0.04 -0.02 -0.10 -2.0700
C -3.8312 -2.0993 1.4203 -0.11 0.04 -0.03 2.4344
N -2.8723 -0.4217 -0.1718 0.25 -0.41 -0.24 0.3928
N -3.2699 -0.2213 -1.5573 0.16 0.05 0.31 -1.2376
C -3.1739 1.0185 -1.8923 -0.12 0.18 -0.31 0.4329
N -3.6238 1.4194 -3.0979 0.03 -0.05 0.16 -0.2827
S -2.4446 2.2544 -0.8764 0.24 0.21 -0.04 -0.5235
C -3.3082 -1.2250 2.5401 0.17 -0.08 -0.05 -0.2567
C -4.1196 -0.8441 3.6009 -0.01 -0.04 0.09 -0.7261
C -3.5514 -0.2857 4.7333 -0.13 -0.01 0.04 -1.1476
C -2.1764 -0.1583 4.7929 0.05 0.01 0.05 -1.3887
C -1.4467 -0.5045 3.6786 -0.11 -0.17 -0.09 -0.2336
N -1.9856 -0.9806 2.5427 0.14 0.32 0.22 0.8480
H -5.5539 -0.7818 1.0150 0.04 0.00 0.00 0.2933
H -5.9358 -2.1826 2.0096 0.02 0.00 -0.01 0.5302
H -5.6643 -2.3814 0.2900 -0.01 -0.01 0.02 0.5316
H -4.2212 0.7971 -3.6183 0.00 0.00 -0.03 0.2621
H -3.6214 2.3947 -3.3377 -0.01 0.01 0.01 0.2590
H -5.1853 -1.0134 3.5618 0.03 0.01 0.00 0.4593
H -4.1734 0.0111 5.5685 0.01 -0.01 -0.03 0.4729
H -1.6738 0.2182 5.6729 -0.01 -0.01 0.00 0.5889
H -0.3752 -0.4056 3.6988 0.03 0.01 -0.04 0.2120
C 1.1521 1.5075 3.4153 -0.08 0.17 0.25 -1.3611
Si 1.2712 0.4736 1.8599 -0.08 -0.24 -0.44 0.9321
C 1.3828 -1.3312 2.3654 0.18 -0.14 0.29 0.3023
C 2.1841 -1.6857 3.4598 -0.05 -0.05 -0.06 -0.3984
C 2.1613 -2.9696 3.9822 -0.01 0.03 -0.02 -1.0541
C 1.3199 -3.9236 3.4251 0.01 -0.01 0.02 -1.1172
C 0.5310 -3.6039 2.3315 0.05 0.02 0.03 0.0504
C 0.5628 -2.3167 1.7999 -0.08 -0.06 0.08 0.7707
P -0.2776 -1.8390 0.2705 0.50 0.26 0.07 -1.3057
C 0.9169 -2.4230 -0.9944 0.02 -0.25 -0.11 0.7172
C 2.1824 -1.5692 -1.0431 0.12 -0.07 0.06 0.9182
C 3.3427 -2.2680 -1.7735 0.00 0.00 0.00 -0.9751
C 2.8084 -3.2546 -2.8039 -0.01 -0.01 0.01 -0.6724
C 2.0383 -4.3776 -2.0921 -0.01 -0.01 0.04 -1.0512
C 1.3533 -3.8858 -0.8017 0.00 -0.04 -0.11 -1.2217
C -1.8198 -2.6360 -0.2961 -0.06 -0.16 0.03 -0.3131
C -3.0886 -1.8810 0.0904 -0.14 0.05 0.12 -1.6063
C -3.6304 -3.5501 1.9098 -0.02 0.01 0.09 -1.2933
C -4.0849 -4.6521 0.9569 -0.05 -0.01 -0.02 -0.9814
C -3.3611 -4.7005 -0.3975 0.02 -0.05 0.00 -0.9448
C -1.9247 -4.1820 -0.3246 -0.14 0.02 -0.05 -0.8964
C 2.7353 1.1420 0.9387 0.36 0.00 0.06 0.7433
C 4.0451 0.8546 1.3419 -0.05 0.05 -0.08 -0.1022
C 5.1191 1.5491 0.8096 -0.03 0.00 0.00 -1.0584
C 4.8958 2.5628 -0.1168 0.00 -0.05 0.05 -1.1133
C 3.6083 2.8523 -0.5340 -0.02 -0.07 0.03 -0.3618
C 2.5206 2.1343 -0.0174 0.24 0.08 -0.16 0.1613
P 0.8480 2.3439 -0.6894 -0.07 -0.23 0.22 -1.8452
C 1.0773 1.8467 -2.4592 -0.12 0.21 -0.20 1.3351
C 1.8993 2.8160 -3.3683 -0.07 -0.12 -0.05 -0.5478
C 1.1863 3.1017 -4.6893 0.01 0.02 0.01 -1.1349
C 0.8631 1.8135 -5.4400 0.00 -0.01 0.03 -0.8871
C 0.1421 0.7877 -4.5362 0.04 -0.04 0.01 -0.7422
C -0.1936 1.3601 -3.1605 0.02 0.04 0.02 -0.1473
C 0.2401 4.0649 -0.4732 0.09 0.23 0.04 0.9527
C 1.0218 5.2408 -1.1454 -0.10 0.01 0.15 -0.4832
C 1.4244 6.3337 -0.1511 -0.12 0.02 -0.02 -1.0839
C 2.1446 5.7334 1.0476 0.02 -0.01 0.01 -0.8007
C 1.2398 4.7476 1.8119 -0.03 0.01 -0.07 -0.0916
C -0.0174 4.3724 1.0189 0.03 -0.01 -0.08 -1.0554
H 1.2964 0.8806 4.2986 0.03 0.07 0.01 0.6476
H 0.1934 2.0159 3.5197 0.04 0.02 0.05 0.2645
H 1.9369 2.2630 3.4026 0.01 -0.03 0.08 0.7848
H 2.8204 -0.9425 3.9309 -0.03 -0.02 -0.02 0.4314
H 2.7843 -3.2211 4.8308 -0.01 -0.01 -0.02 0.4564
H 1.2836 -4.9238 3.8368 0.00 0.01 0.00 0.4770
H -0.0943 -4.3722 1.9030 -0.01 0.00 -0.01 0.3313
H 0.3703 -2.3456 -1.9420 0.07 0.02 -0.06 1.1726
H 2.4991 -1.3164 -0.0310 0.02 0.00 0.02 -0.7111
H 1.9426 -0.6403 -1.5386 -0.01 0.35 -0.13 -0.5459
H 3.9657 -2.8028 -1.0516 -0.01 -0.01 -0.01 0.3849
H 3.9866 -1.5172 -2.2343 -0.01 -0.01 0.00 0.5330
H 3.6192 -3.6752 -3.3974 0.00 0.00 -0.01 0.5684
H 2.1565 -2.7275 -3.5095 0.01 -0.01 0.03 0.1637
H 2.7234 -5.1872 -1.8345 -0.02 0.00 0.00 0.4357
H 1.2907 -4.8062 -2.7633 0.01 0.02 -0.01 0.3568
H 2.0432 -3.9283 0.0444 0.04 0.03 -0.05 0.4374
H 0.5267 -4.5475 -0.5555 0.08 0.00 0.03 0.3813
H -1.7134 -2.3361 -1.3487 -0.05 0.01 -0.08 0.3879
H -3.7988 -2.1683 -0.6790 -0.07 0.02 0.01 1.6388
H -3.5421 0.0906 0.4132 -0.17 -0.03 -0.07 0.7541
H -4.1886 -3.6503 2.8440 0.02 -0.02 0.01 0.5897
H -2.5768 -3.6804 2.1778 -0.01 0.01 -0.02 0.3944
H -5.1626 -4.5832 0.8019 0.00 -0.04 -0.01 0.3583
H -3.9250 -5.6017 1.4712 0.02 0.02 0.03 0.4746
H -3.9195 -4.1714 -1.1732 0.02 0.03 0.02 0.4174
H -3.3203 -5.7366 -0.7346 -0.04 0.00 -0.01 0.4486
H -1.3817 -4.5370 -1.1996 -0.03 0.03 0.00 0.7151
H -1.4415 -4.6371 0.5371 -0.02 0.02 0.03 -0.0575
H 4.2330 0.0799 2.0792 -0.04 0.03 -0.03 0.4352
H 6.1282 1.3118 1.1220 -0.02 0.02 -0.01 0.4628
H 5.7286 3.1245 -0.5194 -0.01 -0.01 0.00 0.5005
H 3.4677 3.6371 -1.2609 0.00 -0.03 -0.04 0.7691
H 1.6830 0.9608 -2.3240 0.26 -0.22 0.07 -0.1356
H 2.8688 2.3563 -3.5730 -0.03 -0.04 -0.02 0.2677
H 2.1150 3.7579 -2.8846 -0.02 -0.03 -0.03 0.1481
H 1.8252 3.7372 -5.3035 -0.01 0.02 0.01 0.5146
H 0.2762 3.6803 -4.5005 0.01 -0.03 -0.01 0.3340
H 1.7950 1.3841 -5.8134 -0.02 -0.01 0.00 0.4258
H 0.2593 2.0384 -6.3188 -0.01 0.01 0.01 0.3524
H 0.7699 -0.0991 -4.3958 -0.01 0.03 0.00 -0.1037
H -0.7779 0.4368 -5.0052 0.00 0.00 -0.01 0.5590
H -0.6675 0.5681 -2.5644 -0.04 -0.04 0.06 -0.4824
H -0.9269 2.1632 -3.2417 0.02 -0.03 -0.03 0.3800
H -0.7301 3.9850 -0.9637 0.01 0.16 -0.03 0.8195
H 0.3875 5.6621 -1.9262 0.03 0.00 -0.05 0.1404
H 1.9257 4.9066 -1.6408 0.04 0.03 0.12 0.1297
H 0.5435 6.8940 0.1735 0.03 0.00 0.01 0.4241
H 2.0682 7.0502 -0.6618 0.00 0.00 -0.02 0.5325
H 2.4947 6.5211 1.7137 -0.01 0.01 0.01 0.4947
H 3.0412 5.2164 0.6938 -0.01 0.01 0.00 0.1811
H 0.9186 5.1832 2.7592 -0.01 -0.01 0.01 0.6793
H 1.8041 3.8507 2.0667 0.02 0.01 -0.04 -0.4945
H -0.7234 5.2049 1.0452 0.01 0.00 -0.01 0.7712
H -0.5334 3.5467 1.5102 -0.02 -0.03 0.03 -0.2206
F -1.6294 1.5811 1.9659 -0.03 0.19 0.10 -0.6655
```
Positions in Å, forces in eV/Å.

The charge is +2. The energy comes out at -3499.07329 hartree. The calculation puts the HOMO energy at -13.74 eV. The orbital gap is 7.44 eV.